No. 1
Below is C5H7N in the gas phase, with properties calculated with ωB97M-V/def2-TZVPD.

Each line ends with the Mulliken charge.
CARTESIAN COORDINATES (ANGSTROEM)
C1 1.10 -0.87 -0.31  -0.48
C2 1.55 0.48 -0.57  -0.36
C3 0.54 1.35 0.09  -0.25
N1 -0.56 0.61 0.75  -0.32
C4 -0.28 -0.79 0.63  -0.26
C5 -1.45 -0.17 -0.10  -0.49
H1 1.84 -1.69 -0.33  0.44
H2 1.07 1.90 0.88  0.29
H3 0.15 2.12 -0.60  0.31
H4 -0.40 -1.49 1.46  0.36
H5 0.29 -1.16 -0.96  0.27
H6 -2.48 -0.22 0.24  0.25
H7 -1.36 -0.06 -1.19  0.23

The calculation puts the total energy at -249.2652 Ha. The max |F| is 2.15 eV/Å. The frontier orbital gap is 8.71 eV. The HOMO energy is -0.3131 hartree. Its LUMO energy is 0.00718 Eh. The calculation puts the relative energy (zero: lowest compared OMol25 entry of this formula, charge and spin) at 546.10 kJ/mol.

No. 2
Below is C8H16INO4 in the gas phase, with properties calculated with ωB97M-V/def2-TZVPD.

Each line ends with the Mulliken charge.
CARTESIAN COORDINATES (ANGSTROEM)
C1 0.60 -0.48 2.00  -0.83
C2 -0.88 -0.67 1.62  1.40
C3 -1.79 0.59 1.64  -1.52
C4 -1.31 -1.84 2.50  -1.64
O1 -0.99 -1.42 0.38  -0.25
C5 -0.57 -0.97 -0.78  -0.26
O2 -1.19 -1.64 -1.80  -0.46
I1 1.86 -2.04 -0.97  -0.30
N1 -0.29 0.29 -1.06  0.11
C6 0.00 0.78 -2.39  -1.04
C7 0.97 1.94 -2.41  -0.63
C8 1.99 1.64 -1.40  0.65
O3 1.85 1.66 -0.20  -0.59
O4 3.21 1.43 -1.99  -0.47
H1 1.11 -1.29 2.52  0.32
H2 1.18 -0.23 1.09  0.03
H3 0.70 0.41 2.78  0.26
H4 -2.73 0.15 1.51  0.42
H5 -1.61 1.48 1.01  0.31
H6 -1.83 1.07 2.62  0.44
H7 -2.26 -2.22 1.97  0.36
H8 -0.63 -2.66 2.58  0.46
H9 -1.61 -1.34 3.50  0.35
H10 -0.99 -2.52 -1.54  0.50
H11 0.06 0.78 -0.27  0.20
H12 -0.90 0.91 -2.85  0.63
H13 0.28 -0.13 -2.88  0.44
H14 1.28 2.06 -3.45  0.34
H15 0.47 2.80 -2.26  0.42
H16 4.03 1.45 -1.47  0.37

The calculation puts the total energy at -967.7945 Ha. The max |F| is 4.70 eV/Å. As for the SMILES: CC(C)(C)O[C@](O)(I)NCCC(=O)O. The frontier orbital gap is 8.29 eV. The HOMO energy is -0.2873 hartree. Its LUMO energy is 0.01752 Eh. The calculation puts the relative energy (zero: lowest compared OMol25 entry of this formula, charge and spin) at 15.51 kJ/mol.

No. 3
Below is a molecular structure, C2H4S4, with properties calculated with ωB97M-V/def2-TZVPD.

Each line ends with the Mulliken charge.
CARTESIAN COORDINATES (ANGSTROEM)
C1 1.72 -0.36 -0.04  -0.13
C2 -2.26 0.12 -0.52  -0.11
H1 2.25 1.55 1.14  0.16
H2 1.81 -0.88 -1.00  0.34
H3 -0.52 -0.80 0.68  0.23
H4 -2.75 0.19 -1.50  0.28
S1 2.52 1.18 -0.12  -0.10
S2 0.92 -1.01 1.20  -0.33
S3 -0.88 -0.93 -0.61  -0.11
S4 -2.82 0.94 0.76  -0.24

The calculation puts the total energy at -1671.2190 Ha. The max |F| is 5.66 eV/Å. The frontier orbital gap is 7.30 eV. The HOMO energy is -0.3108 hartree. Its LUMO energy is -0.04276 Eh. The calculation puts the relative energy (zero: lowest compared OMol25 entry of this formula, charge and spin) at 240.79 kJ/mol.

No. 4
Below is 11 unconnected molecules or ions with the total composition H22O11, with properties calculated with ωB97M-V/def2-TZVPD.

Each line ends with the Mulliken charge.
CARTESIAN COORDINATES (ANGSTROEM)
O1 0.39 0.42 -0.25  -0.61
H1 0.46 1.30 -0.56  0.30
H2 0.13 0.67 0.67  0.26
O2 1.56 3.92 2.48  -0.64
H3 2.37 3.43 2.30  0.30
H4 1.81 4.86 2.10  0.34
O3 -1.46 0.41 4.18  -0.62
H5 -1.39 -0.50 3.67  0.43
H6 -1.04 0.95 3.49  0.29
O4 -3.41 -1.34 0.20  -0.69
H7 -2.94 -0.97 0.92  0.31
H8 -3.41 -0.58 -0.48  0.40
O5 2.62 -0.61 2.13  -0.56
H9 3.04 -1.05 2.98  0.29
H10 3.00 0.29 2.23  0.29
O6 -1.07 -1.99 1.49  -0.59
H11 -1.07 -1.38 2.22  0.14
H12 -0.67 -1.44 0.76  0.32
O7 -2.36 0.88 -1.33  -0.67
H13 -1.43 0.84 -1.50  0.34
H14 -2.56 1.28 -0.41  0.31
O8 -0.39 1.59 -5.81  -0.64
H15 0.50 2.00 -6.10  0.33
H16 -0.32 1.23 -4.92  0.31
O9 2.96 0.32 -0.99  -0.52
H17 2.97 0.52 -0.09  0.26
H18 2.62 1.15 -1.36  0.26
O10 -2.09 -1.77 -1.53  -0.68
H19 -2.36 -2.12 -0.74  0.46
H20 -2.78 -1.18 -1.88  0.29
O11 2.86 -2.34 -0.68  -0.56
H21 2.87 -3.26 -0.83  0.27
H22 3.25 -1.93 -1.48  0.29

The calculation puts the total energy at -840.6872 Ha. The max |F| is 5.88 eV/Å. As for the SMILES: O.O.O.O.O.O.O.O.O.O.O. The frontier orbital gap is 9.01 eV. The HOMO energy is -0.3587 hartree. Its LUMO energy is -0.02769 Eh. The calculation puts the relative energy (zero: lowest compared OMol25 entry of this formula, charge and spin) at 506.50 kJ/mol.

No. 5
Below is 2 unconnected molecules or ions with the total composition C17H26N3O2S, with properties calculated with ωB97M-V/def2-TZVPD.

Each line ends with the Mulliken charge.
CARTESIAN COORDINATES (ANGSTROEM)
C1 1.04 2.59 4.09  -1.08
C2 0.31 1.23 4.49  -0.31
O1 -0.98 1.10 3.84  -0.45
C3 -0.80 0.35 2.65  0.50
N1 -0.22 1.00 1.62  -0.55
C4 -0.16 0.15 0.53  0.09
C5 0.42 0.71 -0.75  -0.24
C6 0.54 -0.04 -1.98  0.38
C7 1.15 0.48 -3.32  -0.02
N2 1.93 1.72 -3.22  -0.33
C8 1.31 2.85 -3.94  -0.63
C9 0.03 -1.48 -1.99  -0.75
C10 -0.53 -2.05 -0.79  -0.63
C11 -0.63 -1.25 0.48  0.35
N3 -1.21 -1.86 1.58  -0.57
C12 -1.30 -1.05 2.67  0.40
C13 -2.00 -1.65 3.95  -0.81
C14 -1.13 -1.58 5.26  -0.14
C15 -1.84 -2.54 6.34  -0.45
S1 -0.55 -3.55 7.21  -0.27
H1 1.85 2.86 4.83  0.37
H2 0.30 3.42 3.97  0.27
H3 1.56 2.43 3.10  0.23
H4 1.02 0.40 4.20  0.26
H5 0.16 1.13 5.60  0.35
H6 0.77 1.78 -0.75  0.26
H7 1.87 -0.33 -3.67  0.16
H8 0.33 0.50 -4.11  0.23
H9 2.19 1.95 -2.26  0.25
H10 0.56 2.50 -4.71  0.28
H11 0.86 3.65 -3.28  0.22
H12 2.13 3.36 -4.54  0.21
H13 0.05 -2.13 -2.90  0.36
H14 -0.91 -3.11 -0.76  0.34
H15 -3.02 -1.20 4.03  0.26
H16 -2.16 -2.75 3.73  0.39
H17 -1.26 -0.54 5.69  -0.11
H18 -0.05 -1.83 5.12  0.31
H19 -2.45 -1.92 7.06  0.37
H20 -2.60 -3.22 5.84  0.33
H21 0.49 -3.55 6.29  0.14
C16 -0.01 -0.27 -8.11  -1.20
C17 0.76 0.66 -7.15  -0.23
O2 -0.06 0.99 -6.13  -0.85
H22 -0.89 0.22 -8.53  0.25
H23 0.64 -0.55 -8.96  0.39
H24 -0.32 -1.19 -7.62  0.27
H25 1.14 1.49 -7.79  0.19
H26 1.70 0.11 -6.90  0.19

The calculation puts the total energy at -1376.2002 Ha. The max |F| is 4.20 eV/Å. Its charge is -1. The frontier orbital gap is 4.78 eV. The HOMO energy is -0.1083 hartree. Its LUMO energy is 0.06720 Eh. The calculation puts the relative energy (zero: lowest compared OMol25 entry of this formula, charge and spin) at 249.68 kJ/mol.

No. 6
Below is a molecular structure, C3H7BrS, with properties calculated with ωB97M-V/def2-TZVPD.

Each line ends with the Mulliken charge.
CARTESIAN COORDINATES (ANGSTROEM)
C1 0.48 1.78 0.68  -1.04
C2 0.64 -1.84 -0.76  -0.86
C3 -1.49 -0.34 -0.38  -0.07
S1 -0.67 -1.49 0.51  -0.01
Br1 -3.06 0.26 0.39  -0.10
H1 1.18 1.03 0.95  0.22
H2 0.87 2.76 0.50  0.35
H3 -0.31 1.72 1.44  0.25
H4 0.64 -1.03 -1.53  0.27
H5 0.23 -2.68 -1.25  0.36
H6 1.52 -1.86 -0.28  0.36
H7 -0.03 1.70 -0.27  0.26

The calculation puts the total energy at -3090.5334 Ha. The max |F| is 4.23 eV/Å. The frontier orbital gap (alpha / beta) is 7.83 / 8.09 eV. The multiplicity is 3. The HOMO energy (alpha / beta) is -0.2593 / -0.3564 hartree. Its LUMO energy (alpha / beta) is 0.02841 / -0.05919 Eh. The calculation puts the relative energy (zero: lowest compared OMol25 entry of this formula, charge and spin) at 0.00 kJ/mol. Its expectation value of S² is 2.0098.

No. 7
Below is 3 unconnected molecules or ions with the total composition C3H12O3S, with properties calculated with ωB97M-V/def2-TZVPD.

Each line ends with the Mulliken charge.
CARTESIAN COORDINATES (ANGSTROEM)
O1 1.24 0.41 -1.29  -0.41
C1 1.38 1.34 -0.15  -0.87
C2 1.68 0.58 1.16  -0.15
C3 0.52 0.41 2.22  -0.64
S1 -1.05 -0.03 1.44  -0.31
H1 2.14 0.33 -1.69  0.26
H2 2.13 2.07 -0.26  0.42
H3 0.34 1.78 -0.06  0.38
H4 2.18 -0.44 0.98  0.26
H5 2.36 1.17 1.76  0.27
H6 0.23 1.31 2.74  0.31
H7 0.63 -0.29 3.10  0.38
H8 -0.74 0.30 0.12  0.13
O2 -1.33 -2.64 -0.51  -0.63
H9 -2.14 -2.47 -1.02  0.31
H10 -1.23 -1.94 0.16  0.30
O3 -0.97 0.25 -3.51  -0.62
H11 -1.65 -0.06 -2.99  0.28
H12 -0.43 0.58 -2.79  0.32

The calculation puts the total energy at -745.3526 Ha. The max |F| is 3.75 eV/Å. As for the SMILES: OCCCS.O.O. The frontier orbital gap is 9.90 eV. The HOMO energy is -0.3444 hartree. Its LUMO energy is 0.01955 Eh. The calculation puts the relative energy (zero: lowest compared OMol25 entry of this formula, charge and spin) at 126.05 kJ/mol.

No. 8
Below is a molecular structure, C13H12F5N6PdS3, with properties calculated with ωB97M-V/def2-TZVPD.

Each line ends with the Mulliken charge.
CARTESIAN COORDINATES (ANGSTROEM)
Pd1 -0.06 -0.06 -0.40  -0.01
F1 -4.06 2.27 4.48  -0.28
C1 -3.51 1.46 3.58  0.72
C2 -2.57 1.96 2.68  -0.35
F2 -2.22 3.24 2.71  -0.28
C3 -2.01 1.09 1.77  0.93
F3 -1.10 1.62 0.89  -0.19
C4 -2.32 -0.26 1.69  0.14
S1 -1.63 -1.37 0.50  -0.33
C5 -3.26 -0.72 2.61  0.14
F4 -3.62 -2.00 2.59  -0.31
C6 -3.85 0.12 3.53  0.08
F5 -4.74 -0.36 4.39  -0.26
C7 4.76 2.13 2.11  -1.22
C8 4.05 2.31 0.82  0.85
N1 4.45 3.03 -0.17  -0.70
N2 3.49 2.88 -1.12  0.21
C9 2.49 2.07 -0.75  0.47
S2 1.12 1.65 -1.65  -0.37
N3 2.85 1.70 0.51  0.33
N4 2.09 0.84 1.28  -0.73
H1 5.68 2.70 2.08  0.35
H2 5.00 1.08 2.29  0.33
H3 4.15 2.49 2.94  0.31
H4 3.57 3.36 -2.00  0.18
H5 2.67 0.10 1.65  0.25
H6 1.65 1.35 2.04  0.26
C10 -0.20 -1.45 -4.31  -0.76
N5 -0.86 -2.42 -3.44  0.18
C11 -1.93 -3.21 -3.78  -0.08
C12 -2.24 -3.96 -2.69  -0.58
N6 -1.34 -3.60 -1.71  0.07
C13 -0.50 -2.66 -2.17  -0.07
S3 0.80 -1.93 -1.31  -0.32
H7 -0.63 -1.54 -5.31  0.31
H8 0.86 -1.65 -4.34  0.33
H9 -0.37 -0.44 -3.93  0.25
H10 -2.38 -3.18 -4.75  0.41
H11 -3.00 -4.69 -2.53  0.43
H12 -1.32 -3.93 -0.76  0.30

The calculation puts the total energy at -2652.6862 Ha. The max |F| is 0.81 eV/Å. Its charge is +1. The frontier orbital gap is 6.74 eV. The HOMO energy is -0.3947 hartree. Its LUMO energy is -0.14714 Eh. The calculation puts the relative energy (zero: lowest compared OMol25 entry of this formula, charge and spin) at 0.00 kJ/mol.

No. 9
Below is a gas-phase ion, C4H7N2OS (charge +1), with properties calculated with ωB97M-V/def2-TZVPD.

Each line ends with the Mulliken charge.
CARTESIAN COORDINATES (ANGSTROEM)
C1 -1.98 -0.49 -1.07  -0.55
C2 -1.08 -0.29 -0.11  0.03
S1 -0.54 -1.53 1.00  -0.16
C3 -0.54 1.07 0.12  0.37
O1 -1.09 2.05 -0.33  -0.42
N1 0.77 1.28 0.80  -0.02
C4 1.77 0.60 0.63  0.11
N2 1.83 -0.33 -0.30  -0.26
H1 -2.49 -1.45 -1.10  0.21
H2 -2.16 0.43 -1.76  0.24
H3 -1.52 -2.55 0.72  0.20
H4 0.62 2.03 1.55  0.31
H5 2.74 0.64 1.04  0.41
H6 2.63 -0.91 -0.29  0.20
H7 1.04 -0.52 -0.89  0.32

The calculation puts the total energy at -739.2484 Ha. The max |F| is 9.18 eV/Å. As for the SMILES: C=C(S)C(=O)NC=[NH2+]. Its charge is +1. The frontier orbital gap is 8.28 eV. The HOMO energy is -0.4811 hartree. Its LUMO energy is -0.17679 Eh. The calculation puts the relative energy (zero: lowest compared OMol25 entry of this formula, charge and spin) at 146.08 kJ/mol.

No. 10
Below is C9H8FNO in the gas phase, with properties calculated with ωB97M-V/def2-TZVPD.

Each line ends with the Mulliken charge.
CARTESIAN COORDINATES (ANGSTROEM)
O1 -4.57 -0.48 -0.17  -0.51
C1 -3.54 -1.05 0.27  0.06
N1 -2.19 -0.60 0.51  -0.19
C2 -1.97 0.72 0.00  -0.29
C3 -0.81 1.31 -0.29  -0.56
C4 0.53 0.78 -0.12  0.70
C5 0.72 -0.64 -0.53  -0.24
C6 1.89 -1.31 -0.57  -0.52
C7 2.97 -0.56 -0.15  0.51
F1 4.07 -1.35 0.32  -0.31
C8 2.94 0.81 0.21  -0.56
C9 1.73 1.60 0.20  -0.46
H1 -3.71 -2.23 0.39  0.28
H2 -1.59 -1.25 1.30  0.36
H3 -2.88 1.35 -0.25  0.28
H4 -0.88 2.35 -0.77  0.24
H5 -0.36 -0.97 -0.88  0.23
H6 2.25 -2.43 -0.67  0.27
H7 3.75 1.19 0.76  0.40
H8 1.65 2.75 0.44  0.30

The calculation puts the total energy at -577.4874 Ha. The max |F| is 5.99 eV/Å. As for the SMILES: O=CN/C=C\c1ccc(F)cc1. The frontier orbital gap is 8.71 eV. The HOMO energy is -0.3116 hartree. Its LUMO energy is 0.00863 Eh. The calculation puts the relative energy (zero: lowest compared OMol25 entry of this formula, charge and spin) at 432.99 kJ/mol.

No. 11
Below is a molecular structure, C10H12N3O, with properties calculated with ωB97M-V/def2-TZVPD.

Each line ends with the Mulliken charge.
CARTESIAN COORDINATES (ANGSTROEM)
C1 -0.16 0.41 3.75  -0.53
C2 -0.77 1.14 2.73  -0.65
C3 0.67 -0.63 3.41  -0.36
C4 -0.59 0.82 1.40  -0.22
C5 0.87 -0.90 2.03  -0.86
C6 0.11 -0.27 1.05  1.28
C7 0.64 -2.33 -1.78  -0.16
C8 -1.91 0.95 -1.17  0.09
C9 -0.48 -1.46 -2.36  -0.69
C10 -0.38 -0.26 -1.39  -0.37
N1 0.91 -1.94 -0.59  -0.82
N2 0.19 -0.80 -0.23  0.64
N3 0.66 0.85 -2.05  -0.27
O1 -1.75 2.00 -1.76  -0.47
H1 -0.36 0.56 4.81  0.39
H2 -1.30 2.10 2.83  0.33
H3 1.09 -1.19 4.30  0.31
H4 -1.23 1.19 0.64  0.12
H5 1.46 -1.72 1.83  0.47
H6 1.28 -3.23 -2.03  0.44
H7 -2.81 0.68 -0.66  0.52
H8 -0.43 -1.20 -3.44  0.45
H9 -1.44 -2.08 -2.14  0.31
H10 1.37 0.98 -1.36  0.34
H11 0.22 1.76 -2.31  0.36
H12 0.96 0.37 -2.91  0.33

The calculation puts the total energy at -627.3828 Ha. The max |F| is 4.90 eV/Å. Its charge is +1. The frontier orbital gap is 8.09 eV. The HOMO energy is -0.4338 hartree. Its LUMO energy is -0.13648 Eh. The calculation puts the relative energy (zero: lowest compared OMol25 entry of this formula, charge and spin) at 431.39 kJ/mol.

No. 12
Below is C20H20FN3O in the gas phase, with properties calculated with ωB97M-V/def2-TZVPD.

Each line ends with the Mulliken charge.
CARTESIAN COORDINATES (ANGSTROEM)
O1 2.75 0.01 -0.44  -0.64
C1 1.83 -0.51 -1.03  0.69
C2 0.55 -0.97 -0.33  -0.78
N1 0.63 -0.80 1.10  0.17
C3 -0.31 -1.60 1.86  -1.01
C4 -1.73 -1.03 1.82  -0.53
N2 -1.72 0.33 2.31  0.19
C5 -2.77 0.83 3.05  0.26
C6 -3.30 0.08 4.11  -0.26
C7 -4.32 0.56 4.91  -0.80
C8 -4.85 1.82 4.69  -0.43
C9 -4.36 2.58 3.65  -0.59
C10 -3.36 2.09 2.85  0.47
F1 -2.96 2.87 1.81  -0.32
C11 -0.84 1.18 1.54  -0.49
C12 0.57 0.57 1.56  -1.23
C13 1.86 -0.75 -2.47  0.51
C14 0.88 -1.30 -3.27  -0.58
N3 1.30 -1.36 -4.55  0.00
C15 2.57 -0.85 -4.64  -0.33
C16 3.41 -0.71 -5.74  -0.82
C17 4.66 -0.16 -5.51  -0.44
C18 5.06 0.23 -4.23  -0.69
C19 4.23 0.09 -3.14  -0.47
C20 2.96 -0.46 -3.34  0.38
H1 -0.29 -0.42 -0.80  0.29
H2 0.42 -2.03 -0.54  0.53
H3 -0.30 -2.63 1.48  0.45
H4 0.04 -1.61 2.90  0.39
H5 -2.40 -1.65 2.42  0.53
H6 -2.11 -1.05 0.78  0.15
H7 -2.88 -0.89 4.32  0.35
H8 -4.69 -0.05 5.72  0.37
H9 -5.64 2.20 5.32  0.37
H10 -4.76 3.56 3.43  0.43
H11 -0.79 2.17 1.99  0.55
H12 -1.19 1.29 0.50  0.22
H13 1.25 1.17 0.95  0.42
H14 0.94 0.58 2.59  0.36
H15 -0.10 -1.65 -3.00  0.47
H16 0.77 -1.72 -5.33  0.19
H17 3.10 -1.02 -6.72  0.36
H18 5.34 -0.03 -6.34  0.38
H19 6.04 0.66 -4.10  0.39
H20 4.53 0.40 -2.15  0.53

The calculation puts the total energy at -1113.4941 Ha. The max |F| is 0.71 eV/Å. As for the SMILES: O=C(CN1CCN(c2ccccc2F)CC1)c1c[nH]c2ccccc12. The frontier orbital gap is 8.11 eV. The HOMO energy is -0.2786 hartree. Its LUMO energy is 0.01931 Eh. The calculation puts the relative energy (zero: lowest compared OMol25 entry of this formula, charge and spin) at 0.00 kJ/mol.